(1)
This record from OMol25 describes a molecular structure, C43H40Cl3N5O5TeW. The level of theory is wB97M-V/def2-TZVPD.

Last column: Mulliken charge in e.
Cartesian coordinates (Å):
C: -2.909 -3.767 -2.373  -0.702
H: -1.328 -4.191 -4.686  0.189
H: 3.044 4.195 -6.831  0.417
C: 1.218 -5.182 -0.440  -0.777
C: 1.258 -3.811 -2.864  0.820
H: 1.899 1.324 0.532  0.455
H: -3.258 1.869 -4.498  0.480
C: 1.124 -1.387 1.839  -0.369
C: -4.200 -2.401 -0.703  -0.676
C: 2.186 -1.969 2.505  -0.894
H: 1.541 -3.774 -4.992  0.536
N: -2.463 2.049 0.601  0.484
H: 4.155 -2.432 -0.202  0.646
C: -6.229 -6.491 -2.767  -1.652
C: 3.372 -6.370 -0.999  -1.764
C: 2.467 3.644 -6.100  -0.435
H: -5.085 2.743 -3.020  0.511
C: 1.323 2.634 2.121  -0.910
H: -4.658 2.872 -0.577  0.496
C: -2.796 1.814 -0.723  -0.197
H: -5.948 -7.501 -2.466  0.349
C: 1.426 -3.071 -4.166  -2.149
W: -0.387 -0.155 -0.682  0.864
O: -1.413 -0.094 2.715  -0.686
O: -2.010 -0.726 0.638  -0.179
C: -5.123 -4.472 -1.737  -0.982
H: 3.228 4.756 -4.432  0.427
H: -0.693 -4.670 1.191  0.496
C: -4.065 -3.577 -1.619  0.691
C: 3.310 -2.377 1.801  -0.972
Cl: -4.855 0.009 1.108  -0.101
C: 0.969 2.243 -4.232  0.478
H: 1.573 2.349 -7.562  0.430
H: -6.548 -6.539 -3.809  0.372
C: -2.102 1.216 -2.823  -0.211
O: 0.992 -0.812 -1.957  -0.112
C: -3.922 -5.700 -3.373  -1.018
H: 4.149 -2.833 2.308  0.467
C: 2.264 -5.406 -1.325  0.586
C: -1.682 -5.105 -4.212  -1.388
H: -1.151 -3.112 0.494  -0.119
Te: -1.368 -2.246 -2.373  0.427
N: -0.959 0.831 -3.566  0.760
H: -0.846 -5.549 -3.675  0.197
C: 0.181 -4.303 -0.734  0.618
C: 2.225 -1.577 -0.159  0.450
C: -2.838 -4.832 -3.292  1.264
H: -1.987 -5.798 -4.995  0.485
C: -3.966 2.370 -1.238  -1.048
H: 2.328 -2.460 -4.110  0.533
C: 2.181 -1.287 -1.614  0.169
H: 3.245 -6.801 -0.007  0.384
H: 3.087 -4.850 -3.219  0.461
H: 3.396 -7.187 -1.722  0.358
H: 1.199 -5.711 0.507  0.354
C: -5.072 -5.543 -2.612  0.600
C: -3.193 1.802 -3.422  -1.047
C: 3.322 -2.165 0.435  -0.750
H: 0.248 -1.054 2.374  0.267
C: 2.571 3.959 -4.752  -0.812
C: -1.175 2.207 1.120  0.184
C: 0.203 -3.629 -1.963  0.868
H: -1.862 -4.597 -0.131  0.294
C: -1.015 3.059 2.211  -1.240
O: 0.493 1.584 -2.006  -0.652
H: -3.865 -6.524 -4.076  0.424
C: 1.085 1.797 1.065  -0.256
C: 1.840 3.249 -3.817  -0.174
H: 4.343 -5.874 -1.039  0.365
C: 0.237 3.254 2.736  -0.662
H: -6.012 -4.313 -1.137  0.326
H: -1.139 0.829 -4.561  0.345
C: 0.874 1.924 -5.587  -0.413
H: -3.173 2.547 1.116  0.522
C: 1.631 2.616 -6.515  -0.940
C: 2.264 -4.711 -2.524  -0.723
C: -4.188 2.313 -2.595  -0.818
H: -4.245 -1.467 -1.272  0.318
C: -2.218 -0.424 1.874  -0.562
H: -1.882 3.555 2.627  0.493
N: -1.972 1.076 -1.484  0.993
O: 3.083 -1.471 -2.390  -0.657
C: -0.941 -4.157 0.262  -1.322
H: 1.919 3.471 -2.762  0.481
Cl: -3.968 0.417 3.796  -0.101
N: -0.158 1.506 0.604  0.985
H: 2.336 2.799 2.458  0.498
H: -3.346 -2.329 -0.031  -0.361
H: -5.106 -2.470 -0.105  0.694
C: -3.708 -0.546 2.337  1.086
C: 0.198 1.534 -3.200  0.492
H: 0.250 1.107 -5.930  0.353
Cl: -3.980 -2.260 2.699  -0.099
N: 1.113 -1.198 0.506  1.252
H: -7.080 -6.180 -2.164  0.349
H: 2.120 -2.100 3.576  0.568
H: 0.591 -2.410 -4.385  0.063
H: 0.376 3.898 3.594  0.454

Results
E_HOMO (spin up / spin down): -9.3 / -8.9 eV
gap between HOMO and LUMO (spin up / spin down): 0.2405 / 0.2210 Eh
charge: +1
LUMO level (spin up / spin down): -2.72 / -2.87 eV
energy relative to the best compared isomer or geometry (same formula, charge and spin): 108.7 kJ/mol
spin multiplicity: 2

=====

(2)
This record from OMol25 describes a molecular structure, C43H41Br3F2N6. The level of theory is wB97M-V/def2-TZVPD.

Last column: Mulliken charge in e.
Cartesian coordinates (Å):
C: -5.073 0.977 -4.913  -0.428
C: -0.564 -6.437 -0.103  -0.356
C: -5.132 1.492 1.690  0.140
H: -2.174 2.655 -4.664  0.380
H: -4.327 3.350 0.963  0.270
C: -2.371 -2.002 -4.122  -0.760
H: -2.593 -3.312 -7.320  0.348
H: 1.446 1.780 2.012  0.722
C: -2.987 -2.668 -5.225  -0.447
N: -1.161 -1.928 -6.667  -0.614
C: -6.544 1.732 3.606  -0.188
N: -6.393 3.107 3.604  -0.578
H: -3.332 -5.781 1.766  0.320
C: 3.619 3.652 2.842  -0.228
H: -2.028 -0.700 2.956  0.342
C: 5.652 -1.519 6.155  -0.774
C: -0.664 -1.208 -5.659  -0.158
C: 0.618 4.670 -3.345  -0.495
C: -2.401 -5.625 1.169  -0.197
C: -5.732 3.644 2.635  -0.272
H: -3.917 -3.166 -5.187  0.487
C: 5.174 2.089 1.962  0.436
C: -0.072 1.554 0.520  -0.061
C: -1.316 1.132 0.274  -0.443
C: 6.476 -3.250 4.229  0.678
N: -2.027 0.301 1.090  -0.257
C: -4.438 1.518 -2.716  0.016
C: 4.321 3.167 1.768  -0.538
H: -1.161 4.037 -2.432  0.435
H: 5.945 0.576 3.336  0.320
H: -3.669 1.521 -6.390  0.447
C: -0.788 -4.124 0.552  -0.067
H: 5.284 -0.898 6.932  0.478
H: -4.502 0.871 1.045  0.410
C: 5.277 1.488 3.211  -0.500
H: -5.749 4.719 2.557  0.364
C: 6.845 -2.110 6.280  -0.121
C: 5.216 -2.661 4.075  -0.488
H: -7.241 1.320 4.324  0.352
C: -0.165 0.506 2.631  -0.239
H: 3.541 -2.180 -1.512  0.449
C: -2.298 -2.657 -6.471  -0.292
C: -5.995 0.897 2.621  -0.794
Br: 2.297 -1.671 0.550  0.018
C: -5.026 2.872 1.698  -0.144
C: 0.155 2.352 -3.050  0.610
C: -5.319 0.842 -3.545  -0.612
H: -5.803 0.558 -5.566  0.412
H: 0.352 5.687 -3.317  0.446
H: -0.068 -7.199 -0.694  0.353
H: -2.236 -7.636 0.380  0.392
H: 0.928 -4.967 -0.535  0.364
C: -1.185 -1.288 -4.387  0.584
H: -0.459 1.570 -2.666  0.333
C: 0.535 1.338 1.785  -0.488
C: 7.267 -3.050 5.367  -0.667
H: 7.484 -1.833 7.155  0.306
H: -6.215 -0.121 2.565  0.427
H: 0.430 2.283 -0.166  0.229
H: 2.973 4.529 2.697  0.348
C: -1.762 -6.686 0.488  -0.353
H: 3.946 -1.319 4.932  0.543
H: -0.503 -3.078 0.556  0.375
H: 0.186 -0.604 -5.794  0.494
C: -3.874 1.476 -5.340  -0.787
H: 1.604 1.024 -3.856  0.241
H: -4.743 1.683 -1.661  0.263
C: 1.825 4.310 -3.958  -0.520
C: -0.204 3.697 -2.828  -0.383
F: 5.969 1.661 0.949  -0.353
C: 3.709 3.128 4.151  -0.871
C: 4.897 -1.772 5.005  -0.387
N: -3.367 2.176 -3.148  -0.225
H: -6.210 0.390 -3.189  0.470
N: -1.964 -4.390 1.181  -0.428
C: -3.110 2.108 -4.425  0.081
Br: 1.748 -1.188 -2.608  0.039
N: 2.200 3.034 -4.161  -0.600
Br: 3.988 0.211 -1.170  -0.019
H: 4.617 -3.048 3.212  0.376
H: 0.199 0.395 3.703  0.290
C: 1.340 2.072 -3.692  -0.523
H: -0.644 -0.846 -3.521  -0.334
H: 4.299 3.550 0.792  0.580
C: 2.995 -1.369 -1.141  -0.383
C: 4.536 1.938 4.267  -0.012
C: -1.424 -0.047 2.256  -0.511
H: 3.220 3.561 5.017  0.438
C: -0.040 -5.094 -0.094  -0.397
H: 4.681 1.381 5.209  0.349
H: 2.450 5.055 -4.358  0.452
H: -2.722 -2.077 -3.106  0.567
H: -1.735 1.370 -0.687  0.466
H: 8.282 -3.424 5.441  0.362
F: 6.903 -4.072 3.227  -0.314

Results
E_HOMO: -9.4 eV
gap between HOMO and LUMO: 0.3498 Eh
LUMO level: 0.13 eV
energy relative to the best compared isomer or geometry (same formula, charge and spin): 112.5 kJ/mol